[1]
# C19H26F3NO4

C19H26F3NO4 in the gas phase (wB97M-V/def2-TZVPD, the Open Molecules 2025 dataset).

Atoms and positions in Å:
F -0.7423 -2.2432 -4.6286
F -1.2055 -0.8273 -3.0955
F 0.3954 -0.4338 -4.4729
O 1.0607 -1.5050 1.1641
O 2.5971 0.1132 1.2836
O -3.8592 2.6675 0.5171
O -3.5690 5.4398 0.4756
N -1.3142 1.8404 1.1829
C -2.5903 4.6262 1.0675
C 1.9569 -4.1445 -2.2905
C 1.2886 -3.7106 2.0492
C -1.3919 0.3943 1.0621
C 1.5760 -0.3267 0.8182
C -2.1684 2.3918 2.2285
C -0.1793 -1.4111 -3.7414
C 0.8185 1.8896 -0.0069
C 1.5920 -1.3843 -1.9272
C 0.9892 -3.4702 -3.0085
C 2.6024 -2.0792 -1.2661
C 0.0721 2.2603 1.2719
C 1.7812 -2.2779 2.1252
C -3.2140 3.3207 1.5869
C 0.8112 -2.1000 -2.8405
C -0.7120 -0.0533 -0.2299
C 1.4188 0.0794 -1.6333
C 2.7841 -3.4380 -1.4341
C 0.7554 0.3771 -0.2593
H -0.9226 -0.1081 1.9260
H 2.0801 -5.2083 -2.4208
H 1.4530 -4.1085 1.0510
H 3.2686 -1.5320 -0.6166
H -1.8080 4.3785 0.3339
H -2.1479 5.1992 1.8850
H -2.6951 1.5877 2.7514
H 0.1023 3.3436 1.4047
H 2.4078 0.5450 -1.6251
H 0.3713 -4.0060 -3.7120
H -2.4439 0.1016 1.0298
H 0.2251 -3.7522 2.2677
H -3.1553 2.2563 -0.0064
H -4.1605 4.8499 -0.0134
H 0.5791 1.7954 2.1361
H 3.5759 -3.9449 -0.9027
H 0.3648 2.4105 -0.8509
H -3.9996 3.5655 2.3098
H 1.6083 -1.8510 3.1198
H 1.8586 2.2040 0.0859
H 1.8240 -4.3200 2.7712
H -0.7974 -1.1348 -0.3323
H -1.5896 2.9509 2.9695
H 2.8522 -2.2077 1.9066
H 0.8234 0.5735 -2.3992
H -1.2277 0.4167 -1.0672

ΔE to the lowest compared entry with this formula, charge and spin, kcal per mole: 0.0
Highest occupied orbital energy, eV: -8.93
E, Eh: -1394.95696
Net charge: 0
LUMO energy, Eh: 0.02379
Max |F|, eV/Å: 0.7
Gap between HOMO and LUMO, eV: 9.578

[2]
# C19H26N2O2

C19H26N2O2 in the gas phase at a distorted geometry (wB97M-V/def2-TZVPD, the Open Molecules 2025 dataset).

Atoms and positions in Å:
O -0.8842 0.6153 2.5206
O 0.6198 1.8780 3.7071
N -2.5646 -0.4671 -0.2128
N 1.5395 1.0584 0.8263
C 0.5721 2.1022 1.3441
C 2.5322 -1.6824 -0.0303
C 3.0346 -0.2670 -1.9406
C 1.3685 3.3832 1.5507
C 3.6545 -2.4677 -0.3242
C 0.0145 1.4669 2.6986
C 4.1775 -1.0253 -2.2078
C 2.9420 1.6510 0.7814
C 2.2537 -0.5696 -0.8182
C -2.7096 -1.8450 0.2350
C 1.1137 0.3617 -0.4116
C -3.6694 -2.6080 -0.6839
C -3.8200 0.2764 -0.2161
C 4.4954 -2.1138 -1.3884
C 2.8002 3.1427 1.0648
C -4.9956 -1.8800 -0.9034
C -0.1627 -0.3914 -0.2391
C -4.8497 -0.3762 -1.1364
C -1.4025 0.1729 -0.3687
H -4.5605 -0.1928 -2.1781
H -0.0740 -1.4582 -0.0320
H -4.2117 0.2945 0.8155
H -3.8518 -3.5963 -0.2511
H -5.8086 0.1269 -0.9790
H 3.8622 -3.3495 0.2793
H -1.4925 1.2366 -0.6449
H 0.9934 1.1665 -1.1527
H 2.7632 0.5953 -2.5586
H 3.5338 1.1332 1.5497
H 0.8790 4.1998 1.0100
H -3.6101 1.3041 -0.5330
H -0.2512 2.2056 0.6320
H -5.5008 -2.3205 -1.7681
H 1.8788 -1.9332 0.8127
H 1.5674 0.3367 1.5528
H 4.8065 -0.7619 -3.0586
H 1.3712 3.6356 2.6164
H 5.4074 -2.6843 -1.5710
H 3.3946 1.4711 -0.1957
H -1.7390 -2.3446 0.2735
H 3.5346 3.4498 1.8162
H -3.1344 -1.8264 1.2554
H 3.0064 3.7112 0.1499
H -5.6450 -2.0441 -0.0355
H -3.1789 -2.7704 -1.6521

ΔE to the lowest compared entry with this formula, charge and spin, kcal per mole: 76.5
Highest occupied orbital energy, eV: -7.46
E, Eh: -999.54218
Net charge: 0
LUMO energy, Eh: 0.02034
Max |F|, eV/Å: 1.8
Gap between HOMO and LUMO, eV: 8.015

[3]
# C19H26N2O2

2 unconnected molecules or ions with the total composition C19H26N2O2 at a distorted geometry (wB97M-V/def2-TZVPD, the Open Molecules 2025 dataset).

Atoms and positions in Å:
O -1.5094 2.4863 1.3002
O 1.4559 0.4454 -1.4739
N -1.4313 -1.8874 -0.5394
N -0.0427 1.4633 -0.1021
C 1.7217 2.8263 -1.2496
C -1.9821 -1.3825 -1.8106
C 1.9343 5.2961 -0.7785
C 1.5002 3.9442 -0.2010
C -0.7679 -0.8959 2.7479
C -0.2916 -1.4903 1.5589
C 0.4388 -2.5492 4.0455
C -0.4393 -1.4556 3.9765
C 1.0310 1.4781 -0.9389
C -0.8637 -1.0682 0.3036
C -0.5798 2.5702 0.4906
C 1.0113 -3.0639 2.8733
C 0.6675 -2.5327 1.6329
C -1.4357 -3.6701 -2.8265
C -1.6792 -3.3265 -0.3223
C -1.4216 -2.1487 -3.0019
C 2.3051 3.6597 1.0732
C -0.0123 3.9544 0.1138
C -1.0441 -4.1570 -1.4302
H -1.7444 -0.3167 -1.8745
H -0.8747 -1.0466 4.8898
H -1.3243 -3.6435 0.6611
H -2.4449 -4.0371 -3.0542
H 2.1256 4.4491 1.8151
H 2.7955 2.6384 -1.3825
H -0.7614 -4.1206 -3.5621
H 1.3233 3.1790 -2.2165
H -0.4017 -1.7929 -3.1895
H -2.0235 -1.8846 -3.8780
H -0.9357 0.0118 0.0702
H 3.3794 3.6435 0.8476
H -0.5496 4.3120 -0.7810
H 3.0060 5.2945 -1.0181
H -2.7688 -3.4705 -0.3692
H 1.1094 -2.9109 0.7067
H 1.7184 -3.8955 2.9244
H 1.7572 6.1080 -0.0605
H 1.3828 5.5322 -1.6980
H -0.2253 4.6510 0.9341
H 0.6827 -2.9955 5.0115
H 0.0471 -4.1445 -1.3103
H 2.0277 2.6970 1.5170
H -3.0716 -1.5196 -1.7665
H -1.4321 -0.0340 2.6535
H -1.3622 -5.2004 -1.3116

ΔE to the lowest compared entry with this formula, charge and spin, kcal per mole: 53.3
Highest occupied orbital energy, eV: -8.03
E, Eh: -999.57928
Net charge: 0
LUMO energy, Eh: -0.01342
Max |F|, eV/Å: 1.9
Gap between HOMO and LUMO, eV: 7.670